Record 1
The following is a quantum chemistry calculation of a molecular structure, C5H8N2 at a distorted geometry, from the Open Molecules 2025 dataset.

Atoms and positions in Å:
N1 1.0100 0.1580 0.5706
H1 -0.8645 -1.2938 -1.3161
N2 -2.1427 -0.2872 2.3425
C1 -0.1070 -0.7731 0.7583
H2 1.7575 0.2500 1.2218
C2 -1.2255 -0.4798 1.6644
H3 0.2876 -1.7703 1.0037
H4 1.7298 -1.3493 -0.7371
C3 1.1720 -0.4028 -0.7892
H5 1.5559 0.2190 -1.6029
C4 -0.3465 -0.4839 -0.7288
H6 -1.2320 1.4993 0.2720
H7 0.2501 1.9379 -0.4747
H8 -1.1013 1.5500 -1.5219
C5 -0.6227 1.2466 -0.6113

Forces on the atoms, in the same order (eV/Å):
1.1 -0.3 0.9
-0.1 1.6 0.2
0.9 -0.2 -0.6
0.1 0.2 0.4
0.7 -0.6 0.5
-0.6 0.4 0.8
-0.4 -0.1 -0.3
-0.3 -0.1 -0.3
0.5 0.3 0.1
0.2 0.2 0.4
0.1 1.2 0.3
-0.2 -0.5 -0.6
-0.5 -1.4 -0.6
-0.8 0.2 -0.4
-0.8 -0.9 -0.8

Computed properties:
LUMO energy = 0.833 eV
E_HOMO = -9.37 eV
DFT total energy = -304.70714 Eh
ΔE to the lowest compared entry with this formula, charge and spin = 337.0 kJ/mol
gap between HOMO and LUMO = 0.375 Ha

=====

Record 2
The following is a quantum chemistry calculation of C5H8N2 in the gas phase, from the Open Molecules 2025 dataset.

Atoms and positions in Å:
C1 -1.3938 0.0342 0.5505
H1 -1.4415 0.4354 -1.6479
C2 0.8185 1.0487 -0.5104
H2 -1.7211 -0.8140 1.1538
C3 -1.0736 -0.2955 -0.9190
H3 -2.0631 0.8795 0.7400
C4 0.6879 -0.9314 0.3071
C5 1.7664 -0.2360 0.9066
N1 1.9006 0.9481 0.3661
H4 0.3810 -1.9571 0.4740
H5 -0.1000 1.2383 0.2656
N2 0.3929 -0.2817 -0.8916
H6 2.3882 -0.5750 1.7284
H7 0.8824 1.7949 -1.3008
H8 -1.4250 -1.2884 -1.2224

Forces on the atoms, in the same order (eV/Å):
-0.3 -0.1 0.0
0.0 -0.1 0.1
0.1 0.2 -0.2
0.1 0.1 -0.1
-0.1 0.0 0.0
0.2 -0.1 0.0
0.2 -0.1 0.0
0.0 0.0 0.1
-0.2 -0.2 0.0
0.0 0.2 0.0
0.0 0.0 0.0
0.0 0.0 0.2
-0.1 0.0 -0.1
0.0 -0.1 0.1
0.0 0.2 0.1

Computed properties:
LUMO energy (spin up / spin down) = -0.074 / -0.074 eV
E_HOMO (spin up / spin down) = -8.15 / -8.16 eV
DFT total energy = -304.67588 Eh
ΔE to the lowest compared entry with this formula, charge and spin = 419.1 kJ/mol
gap between HOMO and LUMO (spin up / spin down) = 0.297 / 0.297 Ha

=====

Record 3
The following is a quantum chemistry calculation of C5H8N2 in the gas phase, from the Open Molecules 2025 dataset.

Atoms and positions in Å:
C1 2.4202 -0.6046 -0.1251
C2 -0.1178 -0.5833 -0.2325
H1 -3.2201 -0.8540 0.4426
H2 3.2709 0.0571 0.0731
H3 2.4886 -1.4694 0.5472
N1 1.0315 1.3303 0.5505
C3 1.1145 0.1335 0.0885
H4 1.9627 1.6902 0.7586
H5 -3.0053 -0.1511 -1.0899
N2 -2.7030 -0.1849 -0.1180
H6 2.5002 -0.9805 -1.1533
H7 -2.2221 2.0046 0.2764
H8 -0.1159 -1.5731 -0.6773
C4 -1.2585 0.0476 0.1115
C5 -2.0547 0.9999 0.6399

Forces on the atoms, in the same order (eV/Å):
0.1 0.0 0.0
-0.1 0.1 0.1
0.2 0.1 -0.1
-0.2 -0.1 -0.1
0.0 0.1 -0.1
0.2 -0.2 -0.1
0.0 0.1 0.1
-0.1 0.0 0.0
0.1 0.1 0.1
-0.3 -0.4 -0.2
-0.1 0.1 0.2
0.0 -0.1 0.1
0.0 0.2 0.1
0.0 0.1 0.0
0.2 0.1 -0.1

Computed properties:
LUMO energy = 0.660 eV
E_HOMO = -7.25 eV
DFT total energy = -304.68576 Eh
ΔE to the lowest compared entry with this formula, charge and spin = 393.1 kJ/mol
gap between HOMO and LUMO = 0.291 Ha

=====

- DFT total energy of number 3 (C5H8N2)?
  -304.68576 Eh

=====

- The lowest ΔE to the lowest compared entry with this formula, charge and spin belongs to which entry?
  number 1